A.
Formula: C3H3N3O2
Source: the OMol25 dataset
Level of theory: ωB97M-V/def2-TZVPD

Positions of all 11 atoms, in Å:
C 0.5999 0.9535 1.2407
N 0.2224 0.2687 0.0225
C -0.9772 -0.5188 -0.1625
C -0.5401 -1.1996 -1.4990
N 0.7702 0.5728 -1.1598
N 0.8149 -0.7839 -1.4958
O -1.8717 -0.6746 0.6027
O -1.0998 -2.0021 -2.1780
H 1.2056 0.2801 1.8441
H 1.1635 1.8520 0.9897
H -0.2876 1.2520 1.7955

Output
- structure (SMILES) = CN1N=NC(=O)C1=O
- LUMO level (alpha / beta) (Eh) = -0.0731 / -0.0375
- highest occupied orbital energy (alpha / beta) (eV) = -9.08 / -10.39

---

B.
Formula: C3H3N3O2
Source: the OMol25 dataset
Level of theory: ωB97M-V/def2-TZVPD

Positions of all 11 atoms, in Å:
C 0.0579 -1.9067 -1.2250
C -0.1762 1.4205 1.4305
C 0.4079 1.3370 0.0184
H 0.7274 -2.6736 -1.7891
H -0.7548 -1.8506 -0.2929
H 0.1038 1.9587 2.3972
N 0.6343 -0.6837 -1.3395
N -0.0552 0.1419 -0.5024
N -1.0933 0.4132 1.4428
O -1.1442 -0.2550 0.3319
O 1.2924 2.0983 -0.4720

Output
- structure (SMILES) = C=Nn1oncc1=O
- LUMO level (Eh) = -0.0211
- highest occupied orbital energy (eV) = -9.70

---

C.
Formula: C3H3N3O2
Source: the OMol25 dataset
Level of theory: ωB97M-V/def2-TZVPD

Positions of all 11 atoms, in Å:
C 0.8231 0.9232 -0.5251
C 0.3374 -0.1193 -1.3313
C -1.1876 -0.8561 0.5680
H 2.0767 1.9312 0.2107
H 0.5415 -0.3097 -2.4631
H -1.6383 -1.7829 1.9184
N -1.6755 -1.9875 1.0328
N -0.5030 0.1078 1.2923
N 0.2629 0.9977 0.8365
O 1.9168 1.6933 -0.6748
O -0.9542 -0.5976 -0.8645

Output
- structure (SMILES) = [H]/N=c1\nnc(O)co1
- LUMO level (Eh) = -0.0546
- highest occupied orbital energy (eV) = -9.28

---

How far above the most stable structure does each one sit? In eV: A 0.583; B 1.844; C 0.000.

---

A.
Formula: C2H4N2O2S
Source: the OMol25 dataset
Level of theory: ωB97M-V/def2-TZVPD

Positions of all 11 atoms, in Å:
C -0.6223 -0.2559 2.7877
C -0.7845 0.2594 1.6843
N -1.3602 -0.7550 -0.5887
N 0.9890 0.9121 -1.5591
O 2.1514 1.2233 -0.9814
O 0.9918 -0.2452 -1.9681
S -1.0396 0.7495 0.0535
H -0.6690 -0.6486 3.8157
H 2.9755 0.6080 -0.9844
H -0.5621 -1.1109 -1.0483
H -2.0699 -0.7367 -1.2111

Output
- structure (SMILES) = C#CSN.O=NO
- LUMO level (alpha / beta) (Eh) = -0.0022 / -0.0022
- highest occupied orbital energy (alpha / beta) (eV) = -8.53 / -8.53

---

B.
Formula: C2H4N2O2S
Source: the OMol25 dataset
Level of theory: ωB97M-V/def2-TZVPD

Positions of all 11 atoms, in Å:
C 1.2191 -1.6784 -0.2036
C 0.4410 -0.8244 0.6256
N 1.5180 -0.4651 -0.2143
N -1.2797 0.5222 -1.2006
O -1.8078 -1.7997 -0.3003
O -1.9867 0.1352 1.2210
S -1.2959 -0.5310 0.1356
H 1.3846 -2.4561 -0.8105
H 0.4999 -0.7531 1.9725
H -1.4098 1.3834 -0.7753
H -0.5735 0.4151 -2.0193

Output
- LUMO level (Eh) = 0.0112
- highest occupied orbital energy (eV) = -10.70

---

How far above the most stable structure does each one sit? In eV: A 2.040; B 0.000.

---

A.
Formula: C25H36As2BrN2O8P2SiTa
Source: the OMol25 dataset
Level of theory: ωB97M-V/def2-TZVPD

Positions of all 78 atoms, in Å:
Ta -0.2571 -0.0998 -1.0371
Br -4.6118 5.9128 0.9916
C -3.9338 4.2041 0.6127
C -4.1609 3.1620 1.5014
C -3.6518 1.9037 1.2232
C -2.9057 1.7022 0.0685
C -2.6859 2.7420 -0.8265
C -3.2102 3.9947 -0.5558
N -2.3886 0.3963 -0.2403
C -3.2017 -0.5865 -0.2197
C -2.7406 -1.9183 -0.6086
C -3.5782 -3.0148 -0.6270
C -3.0788 -4.2323 -1.0791
C -1.7639 -4.3015 -1.5020
C -0.9774 -3.1594 -1.4550
N -1.4528 -1.9968 -1.0077
H -4.7322 3.3336 2.4031
H -3.8236 1.0893 1.9163
H -2.1421 2.5732 -1.7443
H -3.0602 4.8056 -1.2552
H -4.2506 -0.4441 0.0296
H -4.6072 -2.9125 -0.3097
H -3.7151 -5.1063 -1.1107
H -1.3413 -5.2233 -1.8755
H 0.0498 -3.1601 -1.7951
C -0.0974 -3.0075 1.7572
As -0.3056 -1.0886 1.6451
C -1.7461 -0.7951 2.9113
C 1.2381 -0.3594 2.5416
C 1.8954 -1.0360 3.5629
C 3.0003 -0.4581 4.1723
C 3.4437 0.7940 3.7695
C 2.7800 1.4784 2.7607
C 1.6781 0.9004 2.1415
As 0.6482 1.8157 0.7889
C -0.4461 2.9968 1.8647
C 1.8402 3.0605 -0.0736
H 0.7286 -3.3342 1.1304
H -1.0227 -3.4800 1.4287
H 0.0915 -3.2954 2.7897
H -1.4665 -1.2486 3.8613
H -2.6655 -1.2586 2.5537
H -1.9055 0.2710 3.0571
H 1.5636 -2.0137 3.8893
H 3.5157 -0.9865 4.9630
H 4.3060 1.2411 4.2455
H 3.1325 2.4581 2.4631
H 0.2316 3.5998 2.4681
H -1.0997 2.4260 2.5192
H -1.0427 3.6382 1.2202
H 2.3453 3.6612 0.6807
H 1.2402 3.7111 -0.7081
H 2.5670 2.5296 -0.6817
O 1.9933 1.6895 -3.4616
P 0.4868 2.1670 -3.3913
O 0.1948 3.5485 -3.7107
O 0.0784 1.6495 -1.9769
O -0.3032 1.1318 -4.4013
P -0.8682 -0.2153 -3.7759
O -1.3365 -1.0700 -4.9836
O -1.9338 0.0266 -2.7415
O 0.2665 -0.8550 -2.9516
H 2.5256 2.0331 -4.1904
H -1.0783 -0.7872 -5.8718
C 4.0857 0.1170 -0.7575
Si 3.0167 -1.3865 -0.9267
C 3.1011 -2.1190 -2.6247
C 3.3684 -2.6491 0.3869
O 1.4012 -0.8430 -0.6778
H 5.1340 -0.1707 -0.8705
H 3.9810 0.5908 0.2203
H 3.8632 0.8473 -1.5377
H 4.1116 -2.4938 -2.8065
H 2.8686 -1.3767 -3.3880
H 2.4152 -2.9588 -2.7517
H 4.4227 -2.9322 0.3321
H 2.7913 -3.5660 0.2472
H 3.1872 -2.2622 1.3914

Output
- LUMO level (Eh) = -0.2537
- charge = +2
- highest occupied orbital energy (eV) = -13.76

---

B.
Formula: C25H36As2BrN2O8P2SiTa
Source: the OMol25 dataset
Level of theory: ωB97M-V/def2-TZVPD

Positions of all 78 atoms, in Å:
Ta -0.5619 1.5490 1.0714
Br 0.7961 -6.8574 -2.8148
C 1.0893 -5.3227 -1.7710
C 0.4266 -4.1472 -2.0826
C 0.6821 -3.0086 -1.3362
C 1.5771 -3.0346 -0.2721
C 2.2207 -4.2277 0.0395
C 1.9809 -5.3704 -0.7108
N 1.8704 -1.7948 0.3785
C 2.2606 -1.7927 1.5819
C 2.8058 -0.5840 2.2423
C 3.1940 -0.6724 3.5690
C 3.7804 0.4276 4.1782
C 3.9813 1.5711 3.4247
C 3.5740 1.5599 2.0968
N 2.9706 0.5256 1.5126
H -0.2726 -4.1233 -2.9124
H 0.1779 -2.0739 -1.5510
H 2.9497 -4.2693 0.8420
H 2.4917 -6.2954 -0.4750
H 2.2646 -2.6997 2.1943
H 3.0416 -1.5968 4.1163
H 4.1027 0.3846 5.2116
H 4.4647 2.4439 3.8461
H 3.7501 2.4270 1.4638
C -3.5869 1.7642 -1.2122
As -1.7081 2.2413 -1.1038
C -1.8862 3.9548 -1.9706
C -1.0261 1.2493 -2.6055
C -1.7252 1.1280 -3.7875
C -1.1790 0.3977 -4.8295
C 0.0643 -0.2063 -4.6787
C 0.7734 -0.0741 -3.4947
C 0.2373 0.6590 -2.4542
As 1.1436 1.0034 -0.7556
C 1.5112 2.9020 -1.2910
C 2.8772 0.4613 -1.3917
H -3.6839 0.6854 -1.1749
H -3.9677 2.1501 -2.1406
H -4.1331 2.2082 -0.3838
H -2.2814 3.7469 -2.9506
H -0.9330 4.4653 -2.0558
H -2.5814 4.5687 -1.4098
H -2.6955 1.5945 -3.9061
H -1.7194 0.3015 -5.7641
H 0.4919 -0.7773 -5.4943
H 1.7340 -0.5554 -3.3919
H 1.2290 3.0507 -2.3201
H 2.5777 3.0812 -1.1822
H 0.9984 3.6305 -0.6636
H 3.0076 0.9752 -2.3311
H 2.8787 -0.6139 -1.4933
H 3.6053 0.7596 -0.6583
O -1.2730 0.1819 4.6736
P -1.0082 0.9669 3.3912
O -2.1422 1.2498 2.4287
O 0.1272 0.3980 2.5476
O -0.4945 2.4860 3.8409
P -0.1445 3.4229 2.5618
O 0.2826 4.7929 3.0815
O -1.3087 3.3922 1.5592
O 0.9278 2.6975 1.7296
H -2.0287 0.4143 5.2591
H 0.0441 5.0894 3.9887
C -2.7424 -1.9365 -1.1959
Si -2.4678 -1.3091 0.5291
C -4.0906 -0.7307 1.2346
C -1.6718 -2.4969 1.6970
O -1.3576 -0.0128 0.3581
H -3.8112 -2.1134 -1.3696
H -2.2399 -2.8986 -1.3447
H -2.3764 -1.2425 -1.9578
H -4.2400 -1.1666 2.2306
H -4.9269 -1.0606 0.6102
H -4.1621 0.3524 1.3477
H -2.2530 -3.4256 1.7573
H -1.6262 -2.0702 2.7067
H -0.6571 -2.7501 1.3875

Output
- LUMO level (Eh) = -0.2943
- charge = +2
- highest occupied orbital energy (eV) = -12.75

---

How far above the most stable structure does each one sit? In eV: A 0.000; B 6.250.

---

A.
Formula: N2O3S
Source: the OMol25 dataset
Level of theory: ωB97M-V/def2-TZVPD

Positions of all 6 atoms, in Å:
N 1.5017 0.6612 -0.0647
N -0.1315 -0.3708 1.3314
O 2.2058 -0.1811 -0.3544
O -2.3564 -0.3742 -0.0583
O -0.2375 0.3540 -1.0443
S -0.9821 -0.0892 0.1903

Output
- LUMO level (alpha / beta) (Eh) = -0.0881 / -0.0880
- highest occupied orbital energy (alpha / beta) (eV) = -10.22 / -10.22

---

B.
Formula: N2O3S
Source: the OMol25 dataset
Level of theory: ωB97M-V/def2-TZVPD

Positions of all 6 atoms, in Å:
N 0.6443 -1.1938 0.1594
N -0.8706 -0.2450 -0.8179
O 1.4966 -1.1865 -0.5909
O -1.5253 1.9239 0.4422
O 0.3619 0.6398 1.1112
S -0.7619 0.7938 0.2449

Output
- LUMO level (alpha / beta) (Eh) = -0.0502 / -0.0501
- highest occupied orbital energy (alpha / beta) (eV) = -10.46 / -10.46

---

How far above the most stable structure does each one sit? In eV: A 0.212; B 0.000.

---

A.
Formula: C6H12O4
Source: the OMol25 dataset
Level of theory: ωB97M-V/def2-TZVPD

Positions of all 22 atoms, in Å:
O -0.0393 -1.1220 2.1233
C -1.0541 -1.1356 1.1456
C -2.1953 -0.1244 1.4025
C -1.4765 0.8712 0.4641
O -0.5514 1.6883 1.1558
C -0.7241 -0.3335 -0.1476
C 0.7040 -0.1912 -0.5702
C 1.2875 -1.0724 -1.5831
O 0.9328 0.2877 -1.9010
H 0.1847 -0.2047 2.3207
H -1.3337 -2.1861 1.0018
H -3.1490 -0.4687 0.9820
H -2.3428 0.1981 2.4423
H -2.0975 1.4702 -0.2185
H -1.0334 2.3087 1.7096
H -1.3159 -0.7403 -0.9794
H 1.3860 0.2445 0.1647
H 2.3538 -1.3066 -1.5322
H 0.6577 -1.8224 -2.0679
O 3.3714 1.5656 -1.8351
H 2.4626 1.2057 -1.9669
H 3.9728 0.8682 -2.1105

Output
- structure (SMILES) = O[C@@H]1C[C@H](O)[C@@H]1[C@H]1CO1.O
- LUMO level (Eh) = 0.0245
- highest occupied orbital energy (eV) = -10.08

---

B.
Formula: C6H12O4
Source: the OMol25 dataset
Level of theory: ωB97M-V/def2-TZVPD

Positions of all 22 atoms, in Å:
O -0.4164 -1.0713 5.7725
C 0.4324 -0.0662 5.2667
C 1.9370 -0.3250 5.5118
C 2.0254 -0.9396 4.0965
O 1.7520 -2.3281 4.0964
C 0.7309 -0.1716 3.7422
C -0.2897 -0.7962 2.8433
C -1.2538 0.0336 2.1135
O -0.1023 -0.5968 1.4388
H -0.0455 -1.9312 5.5407
H 0.0220 0.8904 5.6116
H 2.5057 0.6105 5.5892
H 2.1926 -0.9851 6.3520
H 2.9193 -0.7142 3.4961
H 2.4784 -2.7914 4.5224
H 0.9988 0.8243 3.3625
H -0.6034 -1.8122 3.0982
H -2.2807 -0.3314 2.0314
H -1.1664 1.1224 2.1614
O -1.6319 -2.4460 0.2959
H -0.8619 -1.8219 0.5296
H -2.3282 -1.9045 -0.0847

Output
- structure (SMILES) = O[C@@H]1C[C@H](O)[C@@H]1[C@H]1CO1.O
- LUMO level (Eh) = 0.0241
- highest occupied orbital energy (eV) = -10.06

---

C.
Formula: C6H12O4
Source: the OMol25 dataset
Level of theory: ωB97M-V/def2-TZVPD

Positions of all 22 atoms, in Å:
C -0.6607 0.8518 -0.6716
C -1.0372 -1.9872 -0.2545
C -0.6649 0.5236 -2.1513
C -0.6027 -0.9029 0.6848
O -1.1521 -0.5678 1.7152
H -0.4153 1.9043 -0.5132
H -1.6604 0.8027 -0.2397
H -2.0668 -1.8135 -0.5650
H -0.3833 -2.0558 -1.1194
H -0.9783 -2.9283 0.2970
H 0.3442 0.3464 -2.5301
H -1.0921 1.3519 -2.7254
H -1.2847 -0.3456 -2.3729
C 1.3877 1.5348 1.2034
C 1.2812 0.6406 0.0131
O 0.9635 -1.0667 0.8354
O 1.2860 -1.1678 2.2379
O 1.9924 0.4920 -0.9167
H 0.4374 -0.8492 2.6277
H 2.2414 1.2060 1.7968
H 1.5775 2.5439 0.8379
H 0.4873 1.4866 1.8105

Output
- LUMO level (Eh) = 0.0195
- highest occupied orbital energy (eV) = -8.76

---

How far above the most stable structure does each one sit? In eV: A 0.000; B 0.187; C 3.806.

---

A.
Formula: C3H4N2O2S
Source: the OMol25 dataset
Level of theory: ωB97M-V/def2-TZVPD

Positions of all 12 atoms, in Å:
C 0.3711 1.6028 0.4062
C 0.0602 -0.8130 0.8812
C -0.5028 -0.6717 -1.5526
H -0.5798 1.5679 -0.1587
H 1.5253 0.4148 1.5791
H -1.4502 -1.7631 -0.1172
H 0.3928 -0.0315 -1.6471
N 0.7736 0.3918 0.8936
N -0.7660 -1.0034 -0.2163
O 0.1652 -1.6164 1.7724
O -1.1629 -1.0778 -2.4612
S 1.1735 2.9995 0.6206

Output
- structure (SMILES) = O=CNC(=O)NC=S
- LUMO level (Eh) = -0.0155
- highest occupied orbital energy (eV) = -9.40

---

B.
Formula: C3H4N2O2S
Source: the OMol25 dataset
Level of theory: ωB97M-V/def2-TZVPD

Positions of all 12 atoms, in Å:
C -0.8664 0.1527 -1.5018
C -0.3131 0.8332 -0.2462
C 0.7552 -0.0243 0.2348
N -0.4776 -0.9978 -1.7889
N 0.4994 -0.5730 1.6642
O 1.3199 -1.3278 2.0697
O -0.4401 -0.1457 2.2427
S 0.8324 -1.5211 -0.8945
H -1.5820 0.6376 -2.1760
H -0.1565 1.8562 -0.4633
H -1.2898 0.9125 0.4052
H 1.7187 0.1975 0.4542

Output
- structure (SMILES) = O=[N+]([O-])[C@@H]1CC=NS1
- LUMO level (Eh) = 0.0144
- highest occupied orbital energy (eV) = -9.21

---

C.
Formula: C3H4N2O2S
Source: the OMol25 dataset
Level of theory: ωB97M-V/def2-TZVPD

Positions of all 12 atoms, in Å:
C -2.6275 0.7143 0.1184
C -0.3293 -1.5092 0.0289
C 2.7327 0.7336 -0.0856
H -3.7437 0.9628 -0.3912
H -2.1068 1.6064 0.6415
H 3.0546 1.7182 -0.4622
H 3.7299 0.1143 0.8849
N -2.0575 -0.4177 -0.3306
N 1.5588 0.2495 -0.3816
O -0.6901 -0.2541 0.1172
O -1.0642 -2.4072 -0.1328
S 1.5430 -1.5110 -0.0070

Output
- LUMO level (Eh) = 0.0105
- highest occupied orbital energy (eV) = -9.46

---

How far above the most stable structure does each one sit? In eV: A 0.000; B 4.586; C 6.736.